Formula: C5H6CoO4
Source: the OMol25 dataset
Level of theory: ωB97M-V with the def2-TZVPD basis set

Positions of all 16 atoms, in Å:
O  1.276  -0.005  0.637
O  -0.118  0.185  -1.082
C  -0.046  1.282  -1.895
C  0.790  1.327  -2.928
C  0.086  0.342  0.272
H  -0.632  2.144  -1.562
H  -0.226  1.347  0.608
H  0.922  2.267  -3.460
H  1.483  0.510  -3.136
Co  1.700  -1.445  1.640
O  0.158  -2.643  1.334
O  0.316  -1.375  3.072
C  -0.435  -1.751  2.076
C  -1.371  -0.825  1.481
H  -1.823  -0.121  2.184
H  -2.079  -1.239  0.758

Calculated values
**Kohn-Sham gap (alpha / beta)**: 8.8 / 5.4 eV
**Calculated total energy**: -1877.39869 a.u.
**ΔE to the lowest compared entry with this formula, charge and spin**: 24.79 kcal/mol
**2S+1**: 5
**Charge**: +1
**HOMO (alpha / beta)**: -13.87 / -13.67 eV

Formula: C3H11N3O
Source: the OMol25 dataset
Level of theory: ωB97M-V with the def2-TZVPD basis set

Positions of all 18 atoms, in Å:
C  0.564  -0.204  0.046
C  0.271  -1.265  -2.049
C  0.075  1.708  1.839
N  -0.497  -0.874  -0.614
N  -0.171  0.363  1.379
N  -1.616  -0.050  -0.924
O  1.519  -1.074  0.532
H  1.044  -1.920  0.588
H  1.009  0.646  -0.476
H  -0.145  -0.338  2.112
H  -1.366  0.920  -1.122
H  -2.240  -0.022  -0.117
H  -0.349  -2.062  -2.465
H  1.281  -1.670  -1.961
H  0.263  -0.386  -2.697
H  0.953  1.742  2.497
H  -0.797  2.061  2.410
H  0.204  2.425  1.021

Calculated values
**Kohn-Sham gap**: 9.3 eV
**Calculated total energy**: -360.31368 a.u.
**ΔE to the lowest compared entry with this formula, charge and spin**: 77.63 kcal/mol
**2S+1**: 1
**HOMO**: -8.25 eV

Formula: C6H4O5
Source: the OMol25 dataset
Level of theory: ωB97M-V with the def2-TZVPD basis set

Positions of all 15 atoms, in Å:
C  -0.027  -1.486  -2.603
C  -1.179  -0.924  -3.223
C  0.618  -1.620  -1.449
C  0.097  0.513  -0.201
C  1.750  -2.561  -1.194
C  -0.485  0.957  1.089
O  2.306  -2.680  -0.144
O  0.153  -2.345  -3.690
O  -0.997  -1.718  -4.234
O  0.289  -0.801  -0.391
O  -0.504  2.353  1.213
H  1.923  -3.062  -2.108
H  -1.343  0.434  1.374
H  0.140  0.683  1.966
H  -0.262  2.802  0.341

Calculated values
**Kohn-Sham gap**: 7.2 eV
**Calculated total energy**: -606.83465 a.u.
**ΔE to the lowest compared entry with this formula, charge and spin**: 254.81 kcal/mol
**2S+1**: 1
**HOMO**: -9.20 eV

Formula: C4H8N2O2
Source: the OMol25 dataset
Level of theory: ωB97M-V with the def2-TZVPD basis set

Positions of all 16 atoms, in Å:
C  -0.155  1.949  0.061
C  -0.865  -0.454  0.253
C  0.086  0.537  0.528
N  -1.817  -0.424  -0.758
C  2.028  -1.185  -0.053
O  0.964  0.413  1.581
O  -0.659  -1.677  0.791
N  1.612  0.022  -0.077
H  -1.406  -2.245  0.561
H  -1.605  -1.024  -1.554
H  -2.085  0.499  -1.061
H  0.810  2.449  0.016
H  -0.779  2.473  0.790
H  -0.624  2.013  -0.923
H  1.683  -1.958  0.622
H  2.813  -1.385  -0.777

Calculated values
**Kohn-Sham gap (alpha / beta)**: 7.4 / 7.5 eV
**Calculated total energy**: -417.01698 a.u.
**ΔE to the lowest compared entry with this formula, charge and spin**: 149.95 kcal/mol
**2S+1**: 1
**HOMO (alpha / beta)**: -7.04 / -7.38 eV